Record 1
Below is a 5-piece molecular cluster, C39H57N2O20P overall at a distorted geometry, with properties calculated with ωB97M-V/def2-TZVPD.

Last column: Löwdin charge in e.
Atoms and positions in Å:
C (-1.159, -7.182, -1.595)  -0.108
H (2.359, -6.210, 6.943)  0.160
P (0.811, 1.044, -1.457)  0.841
C (-0.529, -1.149, -2.406)  -0.130
C (-0.078, 5.025, 4.704)  -0.542
H (1.525, 0.439, 4.870)  0.077
O (3.100, -4.452, 6.205)  0.087
C (-2.749, 2.145, -6.336)  -0.017
H (-0.625, 5.685, -1.847)  0.095
H (-0.700, -4.385, -1.064)  0.077
C (2.333, -3.508, 6.818)  -0.542
O (-1.649, 0.883, -2.994)  -0.070
H (-2.869, 1.007, -8.774)  0.142
H (3.674, 5.918, -0.177)  0.088
H (0.185, 8.843, 5.711)  0.090
H (-1.883, -7.207, -0.774)  0.140
C (3.553, -2.660, -3.889)  -0.011
C (0.521, -2.600, -4.358)  -0.177
C (2.608, 5.533, -0.054)  -0.071
O (1.890, -0.020, -1.182)  -0.449
C (2.112, 4.628, 1.096)  -0.058
H (-2.453, 6.389, 4.930)  0.142
C (-0.424, -0.097, 3.719)  -0.231
O (2.640, -3.268, -1.702)  0.036
C (-0.751, 8.437, 5.320)  -0.020
C (0.110, 5.398, -1.021)  -0.046
H (-0.008, 0.291, 5.951)  0.091
H (2.869, 4.346, 1.904)  0.092
O (-0.829, 0.798, -6.950)  0.075
C (2.269, -5.598, 6.038)  -0.347
H (1.215, -2.491, -5.270)  0.121
H (-1.373, 8.195, 6.186)  0.090
H (0.137, -0.964, 0.432)  0.107
H (-0.791, -5.368, 0.412)  0.089
H (4.517, -3.268, -3.734)  0.102
O (-0.636, -8.495, -1.770)  0.060
C (0.549, -0.125, 5.028)  -0.071
C (-0.500, -0.545, 1.279)  -0.184
O (1.014, -3.859, 6.796)  0.053
H (2.550, -5.831, 3.905)  0.091
H (-0.217, -0.512, -4.574)  0.115
H (-3.462, 1.320, -6.414)  0.095
N (-3.152, -1.571, -0.141)  0.008
O (-3.024, -0.624, -1.106)  -0.080
C (-0.482, 7.208, 4.478)  -0.347
H (2.824, 0.788, 2.802)  0.081
C (1.551, 5.931, -1.135)  -0.073
C (-0.285, 0.344, -8.113)  -0.537
H (3.482, -0.586, 1.678)  0.098
H (-1.443, -1.800, -2.687)  0.138
H (-2.196, 6.799, 3.215)  0.141
H (-1.103, -1.011, 3.824)  0.120
H (3.483, -0.802, 3.576)  0.093
H (0.094, 7.483, 3.588)  0.163
N (0.326, -0.012, 2.434)  -0.102
H (0.111, -5.649, 6.244)  0.141
H (-3.276, 3.080, -6.541)  0.096
H (2.105, -7.326, 4.751)  0.091
C (0.495, -8.565, -1.009)  -0.539
O (2.759, -2.500, 7.307)  0.148
C (-1.714, 6.431, 4.123)  -0.107
H (3.849, -1.564, -3.685)  0.105
C (2.948, -0.353, 2.670)  -0.010
H (-3.972, 1.781, -0.763)  0.181
C (0.354, -1.091, -3.773)  -0.132
O (0.850, -7.335, -0.546)  0.090
O (1.092, -9.577, -0.776)  0.151
C (2.686, -6.404, 4.827)  -0.017
C (-2.109, 3.140, -1.294)  -0.136
C (-0.183, -5.142, -0.469)  -0.016
C (-1.993, 1.660, -8.699)  -0.107
C (0.909, -4.978, 5.921)  -0.107
H (0.358, 3.416, 2.095)  0.094
C (-0.395, 4.451, 0.130)  -0.193
H (0.759, -4.723, -0.107)  0.085
O (0.581, -0.480, -8.181)  0.152
O (0.273, 6.242, 5.204)  0.091
C (-3.010, 1.310, -2.725)  -0.319
O (-3.992, 1.306, -3.482)  0.106
H (0.633, -6.136, -2.191)  0.155
H (1.812, 6.597, -2.024)  0.086
H (-1.253, 9.210, 4.734)  0.091
H (1.163, 1.983, -2.504)  0.044
C (0.644, 4.082, 1.209)  -0.042
H (-0.916, 2.823, -7.232)  0.161
H (-2.397, 2.158, -5.303)  0.063
C (0.075, -6.390, -1.283)  -0.341
H (-1.660, -6.840, -2.503)  0.141
H (0.666, 1.836, -0.264)  0.020
C (-2.887, 1.750, -1.158)  -0.083
H (0.701, -1.245, 5.266)  0.076
O (0.511, 4.005, 4.922)  0.147
H (-2.538, 0.328, 1.512)  0.136
H (-1.069, -1.453, 1.721)  0.121
C (-2.054, 0.424, -0.703)  -0.283
C (-1.623, 0.510, 0.829)  -0.092
C (-1.915, 3.955, 0.083)  -0.157
H (-2.763, 3.810, -1.974)  0.139
H (-2.262, 3.410, 1.020)  0.109
H (1.414, -0.708, -3.602)  0.097
H (-1.114, 0.824, 3.846)  0.120
H (3.322, -2.720, -5.011)  0.080
O (1.052, -3.533, -3.385)  -0.076
H (-2.169, 2.564, -9.286)  0.142
C (1.471, -0.981, 2.539)  -0.392
C (2.376, -3.182, -2.952)  -0.371
H (0.682, -4.608, 4.915)  0.139
H (-0.506, -2.907, -4.766)  0.140
O (-0.862, 0.948, -9.192)  0.065
O (-1.196, 5.120, 3.923)  0.040
O (-3.465, -2.581, -0.724)  0.051
C (-1.587, 1.958, -7.286)  -0.341
H (3.747, -6.659, 4.884)  0.089
C (-0.919, 0.301, -1.848)  -0.375
H (-2.556, 4.916, 0.019)  0.120
H (0.033, -1.774, -1.611)  0.117
H (-1.093, 3.082, -1.807)  0.093
H (-1.234, 1.552, 1.145)  0.103
O (1.317, -2.235, 2.499)  0.033

Results
- SMILES string: CCN(CC[C@@]1(ON=O)[C@@H](CCc2ccccc2)C(=O)O[C@@]1(CCCOC(C)=O)[PH2]=O)C(C)=O.C[C@@H]1COC(=O)O1.C[C@@H]1COC(=O)O1.C[C@@H]1COC(=O)O1.C[C@@H]1COC(=O)O1
- Total energy: -94576.68295 eV
- LUMO energy: -0.4 eV
- Frontier orbital gap: 8.829 eV


Record 2
Below is a 11-piece molecular cluster, C39H59BF3N11O6S overall at a distorted geometry, with properties calculated with ωB97M-V/def2-TZVPD.

Last column: Löwdin charge in e.
Atoms and positions in Å:
H (-0.582, -0.391, 4.123)  0.143
C (-0.186, -3.759, 7.168)  -0.073
C (-1.728, -2.546, -1.560)  -0.187
H (-4.144, 4.201, -2.207)  0.077
H (1.614, -4.621, -0.927)  0.107
C (0.157, 3.322, 0.986)  -0.234
H (-2.675, 3.721, -3.082)  0.069
N (7.178, 6.511, -3.754)  0.127
F (-2.945, -2.447, 3.725)  0.099
C (-4.441, -7.564, 5.211)  -0.276
H (-1.421, 2.086, -5.903)  0.077
H (-2.390, -4.558, -4.398)  0.101
H (-1.251, -0.426, -1.670)  0.078
C (-3.378, -4.467, -1.047)  -0.044
C (0.470, 1.643, -1.649)  -0.060
C (6.346, 11.835, -1.065)  -0.245
H (2.797, 0.149, 1.439)  0.130
H (-1.888, -8.163, 6.160)  0.044
H (6.725, 9.447, -2.643)  0.055
H (2.589, 3.993, -5.446)  0.078
H (-1.022, -2.515, -3.688)  0.106
H (-0.685, 2.725, 1.453)  0.103
H (-5.723, -5.897, 5.449)  0.082
H (1.664, 1.915, 1.699)  0.089
C (-7.514, -4.541, -3.541)  -0.264
C (0.676, -3.594, 5.978)  -0.258
O (3.172, -0.436, -3.338)  -0.285
C (-3.309, -4.942, -2.431)  -0.251
H (-0.183, -4.809, 7.486)  -0.002
C (-2.439, -4.217, -3.340)  -0.025
H (-9.455, -5.384, -3.519)  0.079
B (0.740, -3.002, -0.379)  -0.515
N (4.014, 4.564, 0.188)  0.140
C (-1.652, -3.042, -2.930)  -0.017
H (-0.357, 4.695, 2.604)  0.067
H (3.643, 5.002, -4.436)  0.077
C (2.071, -0.689, 1.241)  -0.054
H (-0.444, 1.012, 0.231)  0.129
H (1.509, -1.435, 3.287)  0.108
H (0.711, 0.892, -2.440)  0.070
C (5.896, 4.393, -1.640)  -0.063
C (-4.842, -6.328, 5.923)  -0.060
C (-0.985, -1.296, -1.009)  -0.072
H (0.184, -3.137, 7.983)  0.084
H (-5.258, -5.824, -2.850)  0.039
N (0.406, -6.584, 7.666)  0.134
H (2.717, -1.605, 1.142)  0.131
S (2.648, -1.183, -2.195)  0.701
C (-4.177, -6.178, -2.811)  -0.082
C (3.026, 4.104, -4.454)  -0.052
C (-1.732, 0.578, -4.452)  -0.230
F (-2.835, -0.935, 2.037)  0.121
H (4.739, 12.712, -2.126)  0.081
C (1.300, 2.233, 0.692)  -0.152
H (-0.035, 1.007, -5.639)  0.081
C (5.059, 12.568, -1.094)  -0.056
H (0.323, -4.462, 0.947)  0.084
H (8.210, 8.856, -1.881)  0.072
C (-2.621, -3.295, -0.653)  -0.024
N (1.344, -3.463, 5.053)  0.134
N (1.121, 4.291, -2.650)  0.156
H (1.184, 0.301, 2.978)  0.124
H (-0.856, -9.394, 6.917)  0.086
C (0.577, -1.460, -0.882)  -0.233
H (0.986, 5.322, 1.610)  0.069
H (6.499, 5.298, -1.635)  0.039
H (-1.451, 0.430, -6.543)  0.081
F (-2.958, -0.265, 4.179)  0.097
H (5.446, 4.273, -2.624)  0.056
N (-4.142, -8.525, 4.652)  0.128
C (-2.463, -1.226, 3.321)  -0.485
O (1.029, -3.985, -1.370)  0.115
H (-8.533, -5.599, -2.017)  0.078
C (-0.859, -8.470, 6.339)  -0.045
H (-3.993, -4.962, -0.258)  0.104
C (7.188, 8.597, -2.148)  -0.096
H (-0.546, 2.063, -1.873)  0.068
C (4.837, 4.489, -0.608)  -0.254
H (-1.433, -1.074, -0.002)  0.114
C (1.339, -0.308, -0.092)  -0.283
H (-3.929, -6.527, -3.841)  0.076
C (-0.146, -7.409, 7.087)  -0.217
H (1.531, -3.504, 1.502)  0.078
C (-1.122, 1.055, -5.713)  -0.047
N (-1.752, 5.819, -0.878)  0.131
C (7.183, 7.422, -3.054)  -0.267
H (3.651, 3.236, -4.241)  0.081
H (1.278, 3.936, 2.832)  0.066
H (-0.366, -8.644, 5.384)  0.089
H (4.298, 11.999, -0.561)  0.083
C (-0.900, -1.216, 3.419)  -0.084
H (-2.693, -2.934, 0.397)  0.094
C (-2.342, 4.977, -1.411)  -0.279
H (-0.259, 3.773, 0.054)  0.069
C (0.610, 1.093, -0.162)  -0.236
H (2.096, 2.769, 0.103)  0.093
N (7.344, 11.268, -1.041)  0.139
N (-6.548, -4.257, -4.091)  0.144
H (-4.030, -5.602, 5.890)  0.074
H (-9.226, -4.013, -2.414)  0.079
H (-5.073, -6.558, 6.962)  0.080
H (-0.463, -2.170, 3.858)  0.113
H (-3.053, 2.985, -1.511)  0.074
H (1.190, 2.501, -1.805)  0.028
C (-8.760, -4.907, -2.828)  -0.063
C (-3.101, 3.904, -2.096)  -0.069
H (6.538, 3.537, -1.435)  0.086
O (3.595, -2.270, -1.979)  -0.247
N (-2.200, 0.205, -3.473)  0.173
H (6.630, 8.367, -1.241)  0.080
H (-4.132, -6.976, -2.029)  0.076
H (-1.208, -3.459, 6.928)  0.074
O (-0.259, -0.928, 2.167)  -0.161
H (5.176, 13.540, -0.618)  0.082
N (0.629, -3.485, 1.020)  0.179
C (1.121, -0.727, 2.501)  -0.191
O (1.052, -1.549, -2.285)  -0.172
C (1.951, 4.210, -3.440)  -0.232
O (2.496, -0.072, -0.997)  -0.189
C (0.589, 4.381, 2.074)  -0.118

Results
- SMILES string: CCC[C@@H](C)[C@]1(CCOCC(F)(F)F)OS(=O)(=O)O[C@@]1(Cc1ccc(C)cc1)B(N)O.CC#N.CC#N.CC#N.CC#N.CC#N.CC#N.CC#N.CC#N.CC#N.CC#N
- Total energy: -89735.68802 eV
- LUMO energy: 0.1 eV
- Frontier orbital gap: 8.178 eV